Entry 1:
DFT (the ωB97M-V functional and the def2-TZVPD basis) results for C24H72As3B3F30N6O6 as an isolated structure in a non-equilibrium geometry.

```
144
Properties=species:S:1:pos:R:3:forces:R:3
C -4.74579 0.93738 -0.48122 -0.0758 0.0430 -0.5111
C -4.16344 0.94410 0.90591 0.6509 -1.3046 0.2168
C -4.60146 1.92362 1.95685 -0.7593 0.5315 0.4011
O -4.02021 1.48413 3.19923 -0.9512 -0.3809 -0.5718
C -4.40279 2.28484 4.30442 -0.2736 -0.5478 0.0835
N -4.45393 -0.40798 1.57128 0.3925 -0.2199 1.5461
H -4.44595 -0.17637 2.61600 0.3442 -0.5756 -1.2303
H -5.35487 -0.77876 1.33629 -0.8987 -0.0023 -0.4148
H -3.82446 -1.21424 1.38255 0.1428 0.8201 -0.1098
H -5.67021 0.38417 -0.49031 -0.6298 0.4619 0.1230
H -4.12841 0.28387 -1.11146 0.1301 0.4571 0.0202
H -4.87272 1.92178 -0.95595 0.3039 -0.2947 0.3776
H -3.09696 0.94180 0.85322 0.7391 0.2030 0.0128
H -5.75705 1.79478 1.96470 1.5655 1.0485 0.3849
H -4.14675 2.93762 1.81377 -1.1572 -0.6106 -0.6000
H -3.99674 3.26899 4.14650 0.4826 0.5154 0.4196
H -4.01382 1.73507 5.17256 -0.0512 0.6640 -0.1095
H -5.49325 2.42975 4.41182 0.2316 -0.4271 -0.1973
C -1.55080 -5.44996 -2.03250 -0.1509 0.1250 0.6078
C -1.73125 -5.73932 -0.49904 2.3531 -1.2799 -2.6619
C -0.50741 -6.49988 0.04762 -2.3901 -2.2124 -0.3734
O -0.94300 -6.87353 1.35066 0.3116 0.6694 -0.2350
C 0.06218 -7.47681 2.09600 0.7426 -0.0664 0.7312
N -1.81280 -4.55165 0.27304 -2.4461 1.9528 0.9545
H -2.17062 -4.80366 1.19616 0.4927 0.1431 0.3238
H -0.98393 -3.97439 0.38399 0.4469 -0.0991 -0.2674
H -2.59287 -3.97025 -0.09531 0.4274 0.1865 0.1315
H -1.99894 -6.21385 -2.69428 0.3846 0.1334 0.6317
H -0.47948 -5.34588 -2.17996 0.0394 -0.1517 -0.4330
H -2.00772 -4.50369 -2.34247 0.0416 -0.1623 0.3017
H -2.61840 -6.28353 -0.28608 -0.6971 -0.6337 -0.0172
H 0.38110 -5.92010 0.03883 0.8567 0.7563 0.1391
H -0.33670 -7.44798 -0.53120 -0.0599 0.8305 0.1536
H 0.27989 -8.46605 1.76956 -0.0706 -1.2093 -0.7045
H -0.31423 -7.61354 3.11588 0.4155 0.5496 -0.0568
H 1.05605 -6.98370 1.99245 -0.7201 0.3204 0.5595
C 3.26189 0.93028 4.82768 1.4527 -1.8775 -0.5158
C 3.66154 -0.26035 3.89784 0.2392 0.2392 0.9757
C 3.13363 -1.59430 4.36668 2.1090 -1.1664 1.6142
O 3.66029 -2.54758 3.44310 0.1331 0.8798 0.2768
C 3.12531 -3.86851 3.38409 -0.4404 0.8622 1.2840
N 3.18276 -0.25014 2.49843 -0.0105 1.2614 -0.8275
H 3.14054 -1.23487 2.28700 0.2219 -1.0075 -0.7471
H 2.22667 0.08180 2.36574 0.0708 0.4413 0.1708
H 3.87617 0.21957 1.88108 -0.5680 0.1838 0.1374
H 2.18558 0.90386 4.94916 -0.1621 0.1928 0.3800
H 3.58856 1.85234 4.34642 -0.0242 0.0696 0.4214
H 3.84275 0.65807 5.77546 -1.0869 0.9390 -1.0644
H 4.73505 -0.33204 3.76855 0.2952 0.1578 0.3199
H 2.09980 -1.51396 4.29609 -2.2129 -0.3527 0.0239
H 3.41264 -1.87810 5.43456 -0.1899 0.5852 -1.2330
H 2.76827 -3.95472 2.38240 -0.4006 -0.6919 -0.6173
H 2.30755 -3.99332 4.13025 0.4500 -0.0386 -0.6071
H 3.95636 -4.51624 3.61503 0.0106 -0.5676 -0.0886
C 2.25330 6.61127 -1.46887 0.2191 0.5702 -0.8822
C 2.35499 5.81786 -0.18962 -0.6240 -0.2501 -0.6791
C 1.50798 6.49974 0.88619 0.0864 -0.6881 -0.4386
O 1.55776 5.75164 2.06068 -0.0917 -0.6712 0.5086
C 0.78636 6.31629 3.10146 -0.0389 0.3078 0.1090
N 1.82849 4.42967 -0.42953 -0.7388 0.2923 -0.7231
H 2.46954 3.78638 -0.94425 -0.1600 0.6200 0.4426
H 1.61340 4.02707 0.47762 -0.0024 -0.4946 0.1306
H 0.92843 4.43903 -0.96307 0.4020 0.0577 0.4412
H 2.96482 6.22672 -2.21135 -0.0942 0.1126 0.1816
H 2.51890 7.67870 -1.26937 -0.3519 -0.8081 -0.2457
H 1.25229 6.53548 -1.94925 0.4597 0.2401 0.5437
H 3.39797 5.66002 0.06124 0.0700 0.2398 0.5595
H 0.43785 6.54413 0.54948 0.7787 0.4869 0.0050
H 1.99464 7.46269 1.05096 -0.4801 0.4230 -0.0830
H 0.83159 5.64488 3.97616 -0.1384 0.2803 -0.5082
H -0.25270 6.53519 2.79010 0.2409 -0.4727 0.0781
H 1.21256 7.28504 3.37153 0.1207 0.0714 0.2293
C -0.86977 0.20741 -1.56468 1.6405 0.5023 0.3889
C 0.03687 1.13089 -0.71671 -0.0936 -2.7965 0.6491
C -0.50684 1.53771 0.64070 0.3844 -1.5840 -1.5541
O 0.46708 2.43313 1.08721 -0.2109 0.2714 1.3776
C 0.22080 2.74417 2.43068 -0.0247 -0.5477 2.8494
N 1.39653 0.46075 -0.42007 -3.0477 -0.1854 1.3990
H 1.86729 1.14957 0.12763 0.6505 0.5826 1.0789
H 1.30543 -0.47393 0.04314 0.2508 0.6397 -0.6738
H 1.93282 0.47067 -1.22658 1.4043 -0.6896 -2.3164
H -0.30141 -0.09255 -2.45575 -0.1859 0.1193 0.1621
H -1.73229 0.78607 -1.88716 -0.2421 -0.2218 0.2018
H -1.06728 -0.71228 -1.01270 -0.5437 0.0861 -0.0103
H 0.32240 1.96770 -1.26674 0.1230 1.5245 -0.8554
H -0.69459 0.63983 1.28971 0.6531 0.7386 -0.2074
H -1.44419 1.99802 0.46729 -0.7354 0.6830 0.1009
H 0.96709 3.49393 2.84257 -0.7304 -1.2458 -0.7393
H 0.15764 1.76669 3.07482 0.7728 1.4038 -0.9573
H -0.79135 3.12444 2.63956 0.1211 0.3681 -0.7103
C 1.57128 -1.64964 -6.91120 -0.0221 0.0037 -1.7503
C 1.54106 -0.73413 -5.70344 -0.0863 2.0073 -1.5923
C 0.08090 -0.35934 -5.37814 1.2034 0.3443 -0.2628
O -0.36810 -1.43142 -4.61084 -1.9774 -0.3878 0.1406
C -1.77034 -1.31532 -4.35534 -0.4330 -0.2533 1.3318
N 2.11181 -1.20922 -4.44484 0.4162 -1.5100 0.7795
H 1.54970 -1.84095 -3.85116 -0.7776 0.6413 -0.3408
H 2.94810 -1.77314 -4.47206 0.8584 0.2172 -0.8188
H 2.34964 -0.39965 -3.89487 0.2236 0.6217 0.7423
H 2.44539 -2.24829 -7.13045 0.9977 0.4855 0.3882
H 1.40635 -1.02497 -7.86101 0.0947 -0.8338 1.5082
H 0.85734 -2.46196 -6.91633 -0.9119 0.2097 0.3581
H 2.12691 0.22263 -5.94293 -0.9252 -1.5162 0.2794
H -0.47717 -0.11128 -6.29975 0.0450 -0.6931 0.2198
H 0.04667 0.54605 -4.79971 0.0992 0.6913 0.5150
H -2.09615 -0.69479 -3.51329 0.8857 0.3104 -0.0179
H -2.27725 -2.23166 -4.10900 0.5771 -0.9624 -0.1283
H -2.29063 -0.92665 -5.17429 -0.5630 0.6146 -1.6808
B 4.14754 2.66219 1.05579 0.0865 0.8278 -0.4201
F 4.98080 1.58006 1.30050 0.3252 -0.5976 -0.2280
F 4.85650 3.86308 0.87483 -0.5158 -0.9502 -0.8281
F 3.23085 2.26668 -0.07131 1.4852 0.5553 0.9315
F 3.34489 2.84947 2.15373 -1.0560 -0.1678 0.7715
B 1.71288 -2.92100 -0.90479 0.2101 -0.9794 0.0742
F 1.65544 -2.06605 -2.04531 0.1499 -0.5008 0.2312
F 0.55121 -3.69603 -0.78465 -0.3524 -0.0676 -0.5205
F 2.81276 -3.80487 -0.92178 -0.6075 1.1475 -0.0849
F 1.67507 -2.07119 0.21260 0.7558 0.0918 0.7051
B -2.17696 4.16656 -0.94177 -0.4485 -0.0186 0.0617
F -0.91296 3.76258 -1.46337 0.0853 -0.4354 0.0282
F -3.24442 3.65621 -1.71065 0.6217 -0.2803 0.4988
F -2.27188 3.70449 0.43311 -0.2714 0.3811 -0.7837
F -2.18968 5.53143 -0.98109 -0.0786 0.8615 0.2986
As -5.16294 -3.10187 -1.32724 -0.9517 -0.7785 0.2728
F -6.15074 -3.97089 -0.19998 0.1594 0.2562 -0.3488
F -4.00160 -2.84708 0.07684 -0.1800 -0.0259 -0.5877
F -4.11704 -2.23624 -2.35372 0.5146 0.6136 -0.5103
F -6.29869 -3.45303 -2.64096 0.9433 0.6771 1.2609
F -5.83132 -1.58167 -0.82908 -0.6973 -0.5018 -0.1500
F -4.23094 -4.49960 -1.70273 -0.0500 -0.5894 0.1885
As 3.66128 2.24113 -3.93009 0.7843 -0.6201 2.7029
F 3.26035 3.50675 -2.75136 0.2911 -0.1611 -0.6170
F 2.73080 1.19338 -2.78323 -0.3506 -0.4223 -0.5317
F 3.89361 0.77869 -4.89146 0.0858 0.7320 -0.2189
F 4.59220 3.33073 -4.83422 -0.1308 -0.1479 -0.5484
F 5.07395 1.73740 -3.02369 -0.6200 0.5440 -0.4073
F 2.19668 2.54707 -4.76142 -0.1013 0.0343 -0.3744
As -1.04291 -2.11414 2.91506 -0.3690 1.3408 0.6947
F -0.26107 -3.42511 2.16478 0.2219 -0.5788 -0.8972
F 0.43930 -1.14218 2.60762 -0.8523 0.0692 -0.2890
F -1.75907 -0.78580 3.80352 0.1143 -0.5876 -0.6403
F -2.52559 -3.08663 3.00096 0.9780 0.4243 0.5892
F -0.23783 -2.59910 4.36634 -0.6841 -0.2832 0.2705
F -1.78802 -1.49424 1.41478 0.9063 -0.1619 0.3530
```
Forces are in eV/Å.

Properties
Gap between HOMO and LUMO (eV): 10.75
Calculated total energy (eV): -313380.640
Multiplicity: 1

***

Entry 2:
DFT (the ωB97M-V functional and the def2-TZVPD basis) results for C24H72CaN6O10P as an isolated structure in a non-equilibrium geometry.

```
114
Properties=species:S:1:pos:R:3:forces:R:3
Ca 2.07089 0.86277 -3.04789 0.0644 -0.3098 0.5279
P 0.64751 -0.01157 -0.78182 -0.2486 -0.3202 0.7384
O 1.18680 1.43340 -1.10373 0.0980 0.3989 -1.1174
O 1.18566 -0.43376 0.58796 0.0889 0.1337 -0.1750
O 1.31377 -0.86971 -1.93752 0.5240 0.1769 -0.5059
O -0.86865 -0.11336 -0.95399 0.2666 -0.0620 0.0750
C 1.38943 -4.66408 -2.40133 -0.4888 -0.2008 0.0636
C 2.82671 -4.24227 -2.15787 -0.9246 -0.4523 -0.0091
C 3.40482 -3.49008 -3.31830 -0.3386 0.1227 -0.9195
O 4.77844 -3.49601 -3.24364 0.4226 0.5079 0.4366
C 5.44651 -2.91816 -4.37675 -0.0549 -0.1703 -0.0531
N 2.87258 -3.37168 -0.91507 -0.0939 -0.1116 -0.4522
H 2.42422 -2.46946 -1.15530 0.0921 0.0409 0.1562
H 2.32267 -3.80244 -0.17063 0.2751 -0.0135 0.1472
H 3.84608 -3.24873 -0.62917 -0.0763 0.0649 0.1258
H 0.68720 -3.84441 -2.58559 0.2678 0.2048 0.0681
H 1.00324 -5.25449 -1.56549 0.0452 0.0393 -0.0175
H 1.33723 -5.31400 -3.27436 0.1320 -0.0397 0.0309
H 3.37898 -5.15879 -1.95442 0.3938 0.2286 0.0507
H 2.98011 -2.45163 -3.36057 0.1432 -0.2612 0.1940
H 3.02376 -3.96658 -4.23412 0.1972 -0.0936 0.0298
H 5.74860 -3.71426 -5.05549 -0.0318 0.0642 -0.0923
H 6.32864 -2.38592 -4.03280 0.0296 -0.0830 0.1018
H 4.78494 -2.21976 -4.90225 0.0135 -0.0404 -0.0005
C -4.05954 -0.08112 1.52292 0.4657 0.1394 0.1520
C -3.33749 -1.35190 1.88835 0.6766 -0.4002 -0.5350
C -4.18024 -2.52405 2.29507 -0.2472 -0.4382 0.1444
O -3.27746 -3.49706 2.75290 -0.0380 0.1712 0.1185
C -3.92044 -4.63247 3.35214 -0.1639 -0.5582 -0.1649
N -2.46923 -1.78082 0.70245 0.5420 0.3796 -0.8535
H -1.94736 -0.98132 0.25889 -0.1043 -0.2098 0.1537
H -1.75518 -2.46766 0.95288 -0.3056 -0.1104 0.3923
H -2.98994 -2.19880 -0.07663 -0.3757 0.0129 0.3166
H -3.34534 0.74438 1.45104 -0.0481 0.0187 -0.0096
H -4.75469 0.16020 2.32381 -0.2329 0.0628 -0.2033
H -4.55508 -0.16488 0.55675 -0.3450 -0.0263 0.1207
H -2.58433 -1.22767 2.66891 -0.3315 0.3183 0.2005
H -4.79176 -2.93673 1.47683 0.0032 0.2599 -0.1016
H -4.88341 -2.20067 3.07234 0.1023 -0.0331 0.0657
H -4.94492 -4.41705 3.65840 0.0938 0.2302 0.1167
H -3.33977 -4.94445 4.21424 0.0373 0.0473 0.0218
H -3.97557 -5.45811 2.63876 0.1050 0.0639 -0.0112
C 2.83439 2.96827 1.69942 -0.0681 -0.2410 0.2032
C 3.90670 2.32990 0.83290 -0.3285 0.6172 0.1636
C 5.35229 2.74462 1.06839 -0.1531 -0.4664 0.7222
O 6.13451 2.22066 0.03981 -0.1400 -0.1880 -0.4660
C 6.31111 3.11577 -1.05908 0.6338 0.8411 0.2262
N 3.82155 0.84086 1.00620 -0.3332 -0.6855 -0.4926
H 4.07498 0.52121 1.94663 -0.0200 0.3347 0.0368
H 2.85470 0.49900 0.79330 0.0150 -0.1607 0.1492
H 4.46585 0.35241 0.37576 0.1840 0.3147 0.0437
H 1.85082 2.67574 1.31665 0.0349 0.1604 -0.0341
H 2.93394 4.05142 1.67760 -0.0576 0.0202 -0.0183
H 2.88416 2.65649 2.74730 0.2509 0.0720 0.0005
H 3.63029 2.53623 -0.20559 0.1714 -0.2108 -0.0021
H 5.67492 2.25873 1.99764 0.1660 0.1593 0.0319
H 5.44921 3.81773 1.24404 0.0152 0.0741 -0.3142
H 6.55887 2.56739 -1.96315 -0.1768 -0.2096 0.0513
H 7.15650 3.78332 -0.85638 -0.0300 -0.1428 0.0209
H 5.45412 3.78802 -1.19925 -0.1741 -0.3230 -0.1164
C -3.07906 -1.90721 -5.19514 -0.0419 -0.0069 0.8383
C -2.72941 -1.07769 -3.95611 0.5096 0.1118 -0.5806
C -3.84792 -0.95346 -2.96182 -0.4736 1.0081 0.2934
O -4.31377 -2.22384 -2.68937 -0.1585 -0.6304 0.3376
C -5.49290 -2.28896 -1.87157 0.2746 0.1180 0.0636
N -1.48434 -1.67061 -3.29026 -0.0130 0.8622 0.5367
H -1.09699 -1.06783 -2.51200 -0.4180 0.0548 -0.2369
H -1.66160 -2.56398 -2.82941 -0.1221 -0.3105 -0.6493
H -0.79143 -1.72241 -4.03222 0.1722 -0.6994 0.2089
H -3.96464 -1.46279 -5.64398 0.0075 -0.0965 -0.1787
H -3.31867 -2.92063 -4.87529 -0.0894 -0.0468 -0.2325
H -2.26741 -1.92509 -5.92066 -0.0101 0.0615 -0.0632
H -2.38819 -0.09437 -4.29317 -0.1706 0.0921 0.2530
H -4.61938 -0.29234 -3.38931 -0.0031 -0.2978 -0.1981
H -3.55504 -0.41518 -2.03868 0.3578 -0.1324 -0.1035
H -5.21209 -2.30808 -0.81011 -0.0467 -0.0627 -0.0412
H -6.00258 -3.20839 -2.13446 -0.1068 -0.0173 0.0643
H -6.14551 -1.42719 -2.02234 -0.0129 -0.0705 -0.2236
C 1.53698 -0.67484 4.92279 0.2731 -1.1583 0.0298
C 0.15451 -0.56263 4.32295 0.2881 0.4590 0.1867
C -0.88618 -0.01389 5.25911 -0.1906 -0.6932 0.6948
O -2.05395 0.17450 4.50298 -0.2161 0.6213 0.1632
C -3.16163 0.75262 5.26759 0.4657 -0.0831 -0.7682
N 0.22559 0.38412 3.14855 0.3240 -0.5543 -0.6864
H 0.76459 -0.01409 2.34263 -0.1678 0.2469 0.1190
H -0.71227 0.56589 2.78186 -0.1197 0.1893 0.3965
H 0.65284 1.25496 3.46245 -0.1260 0.1063 -0.0985
H 2.05745 0.26219 5.11426 -0.1572 0.1506 -0.0505
H 2.13915 -1.34032 4.29334 0.1828 0.3755 -0.0769
H 1.50062 -1.23166 5.86208 -0.1788 0.2405 0.0969
H -0.17146 -1.52505 3.93232 -0.0867 0.0009 -0.0812
H -0.54675 0.89091 5.78272 -0.0451 0.1403 -0.2600
H -1.02976 -0.77190 6.04278 -0.0593 0.1072 -0.0265
H -2.78702 1.32791 6.11052 -0.0301 -0.1477 0.1544
H -3.82578 -0.05284 5.56219 -0.0716 0.0578 0.2712
H -3.65649 1.44009 4.58565 -0.1897 -0.0531 0.0669
C -2.14314 3.53606 -0.23433 -0.5881 -0.1377 0.2972
C -1.34649 4.57624 -0.96493 -0.0055 0.4532 -0.2346
C -0.42786 5.43037 -0.12034 0.3886 0.5849 -0.0963
O 0.38475 6.09796 -1.07549 0.2086 -0.3759 0.2793
C 1.31122 7.02736 -0.51241 0.8299 0.3418 0.1528
N -0.43713 3.95465 -2.03608 -0.9239 -1.0762 0.0943
H -0.22323 2.96391 -1.81524 0.5261 0.6010 0.5635
H -0.94287 3.88770 -2.92048 0.1296 0.6253 -0.0749
H 0.37084 4.61077 -2.06238 -0.0067 -0.0612 -0.2451
H -1.51521 2.90927 0.40297 0.1014 -0.0915 -0.1994
H -2.75000 2.91789 -0.89977 0.2478 -0.0753 -0.1047
H -2.88217 3.99982 0.42388 0.1863 0.2552 -0.0417
H -1.94922 5.29836 -1.51778 -0.2696 -0.2858 -0.0299
H 0.19709 4.84626 0.57055 -0.0821 -0.0274 -0.0033
H -0.99852 6.17391 0.44182 -0.1550 -0.2395 0.1356
H 1.71367 6.69798 0.45277 -0.3290 -0.1661 -0.0087
H 0.87919 8.01873 -0.38848 -0.1971 -0.0742 -0.0562
H 2.17224 7.09421 -1.17723 -0.2315 0.0876 -0.1805
```
Forces are in eV/Å.

Properties
Gap between HOMO and LUMO (eV): 6.55
Calculated total energy (eV): -83154.139
Multiplicity: 1
Net charge: +5
Relative energy (zero: lowest compared OMol25 entry of this formula, charge and spin) (kcal/mol): 0.0

***

- Which value of gap between HOMO and LUMO does entry 1 give?
  10.75 eV